A structure of composition C26H47FeGeI2N3SSi2 in a non-equilibrium geometry. Source: the OMol25 dataset; level of theory: ωB97M-V/def2-TZVPD.

Geometry (Å):
Fe  0.40067  -1.31916  -0.52860
C  1.90378  -3.66561  1.38675
Si  1.53956  -2.13808  2.43427
C  1.32409  -2.59582  4.24316
C  2.79434  -0.73209  2.30641
C  -0.18250  -1.41463  1.82069
C  -1.08971  -2.52729  1.45980
C  -1.91197  -3.24160  2.32473
C  -2.59505  -4.34719  1.84073
C  -2.46147  -4.70596  0.50416
C  -1.65110  -3.93394  -0.30454
N  -0.98417  -2.87575  0.16676
Si  -0.74000  -0.02811  2.84783
C  0.07965  1.59851  2.45637
C  -3.80038  0.66133  1.21422
C  -1.94779  -0.02223  4.25523
H  2.97661  -3.83480  1.29958
H  1.48285  -3.60477  0.38362
H  1.47609  -4.54920  1.86493
H  2.24425  -3.04498  4.62460
H  0.52570  -3.32243  4.40534
H  1.11969  -1.71773  4.86186
H  3.80085  -1.12919  2.15961
H  2.81667  -0.17391  3.24493
H  2.58355  -0.03389  1.49951
H  -1.97385  -2.96608  3.36896
H  -3.21614  -4.93767  2.50164
H  -2.97606  -5.56467  0.09853
H  -1.52137  -4.16418  -1.35496
H  0.44354  1.62519  1.42880
H  0.93344  1.78254  3.11668
H  -0.60903  2.43243  2.60991
H  -4.41815  0.31973  0.38704
H  -4.36789  1.37825  1.80233
H  -3.52898  -0.19092  1.84091
H  -1.40993  -0.03028  5.20922
H  -2.61225  -0.88694  4.24685
H  -2.56454  0.87866  4.23438
I  0.05579  -1.70394  -3.23099
I  -0.38165  -2.67095  -5.76695
C  -4.37441  3.96777  -3.46075
C  -3.44420  2.76109  -3.43494
C  -3.79796  1.78140  -2.31934
C  -2.90036  0.53785  -2.30570
Ge  -1.22914  0.59751  -1.19014
C  -0.38533  2.40910  -1.41206
C  -1.14498  3.53076  -0.69182
C  -0.35691  4.84699  -0.68723
C  -0.13805  5.42955  -2.07931
H  -4.11489  4.63194  -4.28290
H  -4.31623  4.53902  -2.53218
H  -5.40954  3.65214  -3.59432
H  -2.40592  3.09572  -3.32823
H  -3.50642  2.24232  -4.39601
H  -4.82935  1.45054  -2.46346
H  -3.78229  2.29498  -1.35323
H  -2.49626  0.35230  -3.30735
H  -3.45902  -0.35450  -2.01856
H  -2.89937  1.14831  0.81973
H  -0.37507  2.57714  -2.49349
H  0.65221  2.37092  -1.06963
H  -1.34772  3.25110  0.34816
H  -2.10970  3.69814  -1.17472
H  0.60271  4.70132  -0.18312
H  -0.93245  5.55796  -0.09155
H  0.50851  4.79752  -2.69125
H  0.34379  6.40242  -2.00097
H  -1.08766  5.56544  -2.59967
N  7.51751  -2.35296  -1.22378
C  6.87097  -1.20024  -1.03795
S  7.68884  0.19523  -0.68452
C  5.38332  -1.18955  -1.13017
C  4.62273  -2.34431  -1.33939
C  3.24387  -2.26247  -1.34252
N  2.57888  -1.12244  -1.11717
C  3.30615  -0.00137  -0.98420
C  4.68204  0.01002  -0.99433
H  8.52282  -2.36210  -1.15144
H  7.07249  -3.21873  -1.47430
H  5.07183  -3.31558  -1.48798
H  2.64887  -3.14411  -1.54351
H  2.75498  0.92347  -0.86090
H  5.21364  0.94577  -0.89806

As for the expectation value of S²: 8.7882. For the HOMO-LUMO gap (spin up / spin down), the calculation gives 4.1 / 3.3 eV. For the HOMO energy (spin up / spin down), the calculation gives -0.545 / -0.545 hartree. Its total charge is +3. Its multiplicity is 6. Its max |F| is 1.82 eV Å⁻¹. As for the relative energy (zero: lowest compared OMol25 entry of this formula, charge and spin): 0.0 kcal/mol. For the LUMO energy (spin up / spin down), the calculation gives -10.75 / -11.54 eV.